Entry a
A 5-piece molecular cluster, H10O5 overall, computed with the ωB97M-V functional and the def2-TZVPD basis.

Structure (XYZ):
```
15
Properties=species:S:1:pos:R:3:mulliken_charge:R:1
O -1.073 0.827 -2.209 -0.485
O -2.172 2.060 -0.548 -0.974
O -0.742 0.328 0.623 -0.533
O 1.027 0.285 -1.050 -1.024
O 2.500 -4.076 3.710 -0.642
H -1.714 1.267 -1.526 0.446
H -0.182 0.581 -1.667 0.391
H -1.225 -0.276 -0.045 0.433
H 2.587 -3.136 3.424 0.317
H 3.394 -4.325 3.313 0.325
H -2.284 2.963 -0.558 0.214
H 0.143 0.373 0.116 0.479
H -1.169 1.206 0.251 0.444
H 1.801 0.713 -0.727 0.256
H -0.892 1.210 -3.107 0.353
```

Entry b
A 5-piece molecular cluster, H10O5 overall, computed with the ωB97M-V functional and the def2-TZVPD basis.

Structure (XYZ):
```
15
Properties=species:S:1:pos:R:3:mulliken_charge:R:1
O -0.592 -2.289 1.670 -0.697
O 1.934 -0.726 -1.283 -0.697
O 0.492 2.293 -2.095 -0.637
O -2.143 1.160 1.406 -0.659
O 0.404 0.109 0.665 -0.775
H -1.260 0.834 1.242 0.448
H -2.665 0.403 1.747 0.292
H -0.113 -3.127 1.748 0.316
H 0.144 -0.760 1.041 0.392
H -1.078 -2.414 0.850 0.344
H 1.162 -0.298 -1.660 0.339
H 0.079 3.040 -2.525 0.302
H 1.294 -0.083 0.315 0.365
H -0.219 1.951 -1.481 0.330
H 2.559 -0.092 -1.640 0.337
```

Its SMILES is O.O.O.O.O.

Entry c
A 5-piece molecular cluster, H10O5 overall, computed with the ωB97M-V functional and the def2-TZVPD basis.

Structure (XYZ):
```
15
Properties=species:S:1:pos:R:3:mulliken_charge:R:1
O -2.646 -0.790 1.375 -0.611
O 0.338 0.567 -0.018 -0.720
O -1.820 -0.719 -1.895 -0.601
O 2.968 -0.685 0.475 -0.649
O 1.953 3.079 -0.158 -0.641
H 2.088 -0.296 0.330 0.395
H 0.248 0.118 -0.871 0.350
H -1.565 -1.499 -2.404 0.327
H -0.435 0.275 0.486 0.299
H -2.577 -1.002 -1.379 0.280
H 1.536 2.234 -0.385 0.348
H -2.407 -1.418 2.067 0.327
H 2.461 2.889 0.638 0.309
H 2.820 -1.414 1.085 0.300
H -2.962 -1.341 0.655 0.287
```

Its SMILES is O.O.O.O.O.

Entry d
A 5-piece molecular cluster, H10O5 overall, computed with the ωB97M-V functional and the def2-TZVPD basis.

Structure (XYZ):
```
15
Properties=species:S:1:pos:R:3:mulliken_charge:R:1
O -0.908 1.346 0.665 -0.850
O 1.533 1.691 -0.403 -0.713
O -2.403 -0.017 -1.007 -0.740
O 2.203 -1.139 -0.532 -0.723
O -0.573 -1.383 0.507 -0.821
H 2.225 1.998 0.298 0.339
H -1.903 -0.789 -0.625 0.438
H -0.940 -1.778 1.370 0.343
H 1.437 -1.474 -0.005 0.369
H -0.549 -0.411 0.644 0.469
H 1.807 0.723 -0.351 0.376
H -0.116 1.787 0.183 0.402
H -1.502 0.933 -0.041 0.434
H -3.318 -0.225 -0.752 0.331
H 3.007 -1.261 0.048 0.346
```

Its SMILES is O.O.O.O.O.

Most favorable first, least favorable last: entry d, entry b, entry c, entry a

Entry a
A 5-piece molecular cluster, H10O5 overall, computed with the ωB97M-V functional and the def2-TZVPD basis.

Structure (XYZ):
```
15
Properties=species:S:1:pos:R:3:mulliken_charge:R:1
O 0.617 -0.245 -0.725 -0.674
O 0.057 -2.484 0.646 -0.629
O -1.409 1.708 -0.542 -0.723
O -2.889 -0.499 -0.059 -0.635
O 3.817 0.432 0.225 -0.670
H -2.190 1.781 -0.005 0.284
H 0.039 -1.979 1.452 0.263
H 0.288 -1.866 -0.036 0.418
H -1.107 2.597 -0.572 0.279
H 1.481 0.083 -0.606 0.346
H 3.447 0.501 1.108 0.327
H 3.991 -0.470 -0.017 0.332
H -0.084 0.375 -0.470 0.334
H -2.293 0.157 -0.391 0.444
H -3.767 -0.091 -0.009 0.303
```

Its SMILES is O.O.O.O.O.

Entry b
A 5-piece molecular cluster, H10O5 overall, computed with the ωB97M-V functional and the def2-TZVPD basis.

Structure (XYZ):
```
15
Properties=species:S:1:pos:R:3:mulliken_charge:R:1
O -0.817 0.726 -0.833 -0.646
O 1.478 -0.944 0.753 -0.637
O 0.541 2.300 0.928 -0.642
O -2.711 -1.106 0.594 -0.693
O 1.930 -0.192 -1.857 -0.630
H -0.004 3.083 1.010 0.319
H 0.716 -0.595 1.215 0.291
H -1.471 0.097 -0.528 0.329
H -0.713 0.532 -1.764 0.300
H 2.010 -1.348 1.439 0.295
H -2.409 -0.887 1.475 0.322
H 1.847 -0.362 -0.919 0.395
H 1.913 -1.059 -2.261 0.294
H 0.072 1.746 0.304 0.363
H -2.381 -1.991 0.441 0.340
```

Its SMILES is O.O.O.O.O.

Most favorable first, least favorable last: entry b, entry a

Entry a
A 5-piece molecular cluster, H10O5 overall, computed with the ωB97M-V functional and the def2-TZVPD basis.

Structure (XYZ):
```
15
Properties=species:S:1:pos:R:3:mulliken_charge:R:1
O 1.615 -1.398 -1.742 -0.625
O -0.671 1.646 1.850 -0.627
O 0.204 -1.612 0.842 -0.675
O 1.184 0.675 -0.059 -0.703
O -1.627 0.451 -1.007 -0.655
H -0.683 0.357 -0.890 0.343
H -0.697 -1.738 0.556 0.344
H 0.684 1.361 0.320 0.268
H -1.354 0.902 1.887 0.313
H 1.352 -1.399 -2.653 0.312
H 0.901 -0.156 0.294 0.432
H -2.000 1.107 -0.403 0.320
H 0.618 -2.135 0.178 0.330
H 1.507 -0.452 -1.542 0.318
H -1.034 2.391 2.368 0.303
```

Its SMILES is O.O.O.O.O.

Entry b
A 5-piece molecular cluster, H10O5 overall, computed with the ωB97M-V functional and the def2-TZVPD basis.

Structure (XYZ):
```
15
Properties=species:S:1:pos:R:3:mulliken_charge:R:1
O 11.176 26.041 4.792 -0.623
O 8.558 24.139 5.452 -0.636
O 9.864 26.504 7.328 -0.616
O 11.198 26.762 1.811 -0.637
O 12.633 24.238 6.350 -0.686
H 10.528 27.176 1.264 0.311
H 8.594 25.032 5.094 0.309
H 9.936 26.213 6.428 0.300
H 11.995 23.503 6.550 0.328
H 11.609 26.726 4.289 0.315
H 11.790 25.674 5.376 0.360
H 9.961 25.737 7.917 0.312
H 10.885 25.841 2.021 0.328
H 13.383 23.895 5.865 0.317
H 9.348 23.724 4.991 0.318
```

Its SMILES is O.O.O.O.O.

Most favorable first, least favorable last: entry a, entry b

Entry a
One molecule with the formula C5H10O, computed with the ωB97M-V functional and the def2-TZVPD basis.

Structure (XYZ):
```
16
Properties=species:S:1:pos:R:3:mulliken_charge:R:1
O 1.568 0.236 0.428 -0.342
C -1.272 -0.170 1.209 -1.179
C -0.985 -0.201 -0.257 -0.256
C -0.361 0.943 -0.896 -0.403
C 1.175 -1.076 0.057 -0.637
C 1.202 0.825 -0.769 -0.450
H -2.067 0.548 1.457 0.331
H 1.773 1.750 -0.944 0.297
H -1.591 -1.149 1.582 0.328
H -0.595 1.858 -0.331 0.306
H -1.579 -0.881 -0.864 0.381
H -0.621 1.096 -1.947 0.292
H 0.646 -1.626 0.840 0.278
H -0.373 0.148 1.760 0.363
H 2.085 -1.633 -0.200 0.317
H 0.995 -0.668 -1.129 0.374
```

Entry b
One molecule with the formula C5H10O, computed with the ωB97M-V functional and the def2-TZVPD basis.

Structure (XYZ):
```
16
Properties=species:S:1:pos:R:3:mulliken_charge:R:1
O -1.090 1.384 -0.975 -0.339
C 0.543 -0.008 0.184 0.891
C -2.156 1.302 -0.097 -0.508
C 0.786 -1.072 1.257 -1.454
C -0.897 0.148 -0.383 -0.504
C 1.447 -0.292 -1.049 -1.398
H 0.853 0.970 0.587 0.232
H 1.851 -1.105 1.528 0.375
H 1.196 -1.262 -1.497 0.345
H 0.225 -0.859 2.172 0.346
H 0.514 -2.074 0.905 0.343
H -3.110 1.425 -0.648 0.320
H -2.152 1.682 0.910 0.240
H 1.328 0.475 -1.820 0.343
H -1.852 -0.392 -0.303 0.382
H 2.512 -0.322 -0.772 0.386
```

Its SMILES is CC(C)[C@H]1CO1.

Entry c
One molecule with the formula C5H10O, computed with the ωB97M-V functional and the def2-TZVPD basis.

Structure (XYZ):
```
16
Properties=species:S:1:pos:R:3:mulliken_charge:R:1
O 0.847 2.666 -1.317 -0.528
C 0.207 -0.229 0.307 -0.206
C -0.912 -1.253 0.474 -0.370
C -0.032 1.057 0.176 -0.276
C 0.962 2.148 0.020 -0.507
C -0.576 -2.598 -0.165 -1.215
H 1.165 -0.696 0.314 0.327
H -1.029 1.426 0.231 0.294
H -0.249 -2.460 -1.192 0.338
H 0.209 -3.147 0.349 0.322
H -1.730 -0.792 -0.018 0.313
H -1.524 -3.134 -0.242 0.349
H -1.242 -1.379 1.508 0.298
H 1.116 3.586 -1.351 0.300
H 0.798 2.981 0.700 0.299
H 1.989 1.823 0.207 0.263
```

Its SMILES is CC/C=C/CO.

Most favorable first, least favorable last: entry c, entry b, entry a

Entry a
One molecule with the formula C5H10O, computed with the ωB97M-V functional and the def2-TZVPD basis.

Structure (XYZ):
```
16
Properties=species:S:1:pos:R:3:mulliken_charge:R:1
O 0.257 0.185 -0.709 -0.376
C -0.904 -0.479 -0.373 0.019
C 1.162 -0.029 0.354 -0.111
C -1.764 0.145 0.701 -0.548
C -2.194 0.104 -0.744 -0.562
C 2.540 0.200 -0.136 -1.306
H 1.058 -1.070 0.703 0.316
H -0.821 -1.566 -0.357 0.395
H -2.123 1.026 -1.296 0.230
H -1.498 1.107 1.140 0.249
H 1.002 0.660 1.188 0.252
H 2.561 1.205 -0.545 0.307
H 2.679 -0.502 -0.951 0.311
H 3.287 0.097 0.659 0.363
H -2.266 -0.504 1.406 0.228
H -2.978 -0.578 -1.041 0.235
```

Its SMILES is CCOC1CC1.

Entry b
One molecule with the formula C5H10O, computed with the ωB97M-V functional and the def2-TZVPD basis.

Structure (XYZ):
```
16
Properties=species:S:1:pos:R:3:mulliken_charge:R:1
O -0.268 -0.251 2.031 -0.552
C 0.924 0.061 -1.575 -0.618
C -0.562 -0.443 0.592 0.386
C -1.987 -0.036 0.420 -1.276
C 1.814 0.093 -0.370 -0.524
C 0.345 0.458 -0.206 -0.215
H 0.685 -0.162 2.074 0.350
H 1.021 0.885 -2.244 0.242
H -2.536 -0.571 1.294 0.298
H -2.467 -0.339 -0.538 0.310
H -0.415 -1.500 0.330 0.216
H -2.055 1.033 0.556 0.338
H 0.157 1.539 -0.075 0.266
H 2.479 0.946 -0.358 0.258
H 2.211 -0.827 0.157 0.287
H 0.654 -0.885 -2.088 0.235
```

Its SMILES is C[C@H](O)C1CC1.

Most favorable first, least favorable last: entry b, entry a

Entry a
One molecule with the formula C5H10O, computed with the ωB97M-V functional and the def2-TZVPD basis.

Structure (XYZ):
```
16
Properties=species:S:1:pos:R:3:mulliken_charge:R:1
O 1.023 0.964 0.780 -0.524
C -1.261 0.259 0.797 -0.416
C -0.932 -0.834 1.826 -1.102
C 0.085 0.227 -1.263 -0.267
C -0.036 0.558 0.013 0.546
C 1.398 -0.017 -1.931 -1.297
H -1.642 1.149 1.298 0.294
H 1.332 0.883 -2.538 0.337
H 1.353 -1.038 -2.349 0.301
H -0.583 -1.754 1.339 0.299
H -1.819 -1.074 2.416 0.335
H 1.754 1.188 0.187 0.296
H -0.141 -0.496 2.501 0.297
H 2.281 -0.028 -1.273 0.316
H -0.796 0.124 -1.898 0.337
H -2.016 -0.111 0.094 0.248
```

Its SMILES is C/C=C(\O)CC.

Entry b
One molecule with the formula C5H10O, computed with the ωB97M-V functional and the def2-TZVPD basis.

Structure (XYZ):
```
16
Properties=species:S:1:pos:R:3:mulliken_charge:R:1
O 0.629 0.809 -0.469 -0.366
C -1.682 -0.174 -1.022 -1.358
C -0.002 -0.617 0.923 -0.051
C -0.294 -0.544 -0.494 0.606
C 2.063 0.842 -0.458 -0.705
C -0.817 -0.217 1.878 -0.922
H -0.489 -0.237 2.902 0.281
H 2.508 1.469 0.349 0.234
H -2.121 0.647 -0.454 0.371
H -2.422 -0.998 -1.050 0.346
H 2.529 -0.144 -0.353 0.305
H -1.816 0.139 1.644 0.177
H -1.550 0.144 -2.058 0.311
H 1.019 -0.948 1.094 0.265
H 2.403 1.288 -1.399 0.267
H 0.041 -1.459 -1.035 0.239
```

Its SMILES is C=C[C@@H](C)OC.

Most favorable first, least favorable last: entry a, entry b